Entry 1:
{"formula": "C7H14F3N2STi", "method": "ωB97M-V/def2-TZVPD", "symbols": ["Ti", "C", "C", "N", "C", "C", "S", "C", "C", "N", "H", "H", "H", "H", "H", "H", "H", "H", "H", "H", "H", "H", "H", "H", "F", "C", "F", "F"], "xyz": [[1.098, -0.275, 0.803], [0.272, -1.148, -1.654], [0.200, 0.369, -1.861], [0.887, 1.153, -0.789], [0.090, 2.304, -0.272], [-1.177, 1.896, 0.472], [-0.898, 0.707, 1.848], [-1.899, -0.757, 1.360], [-1.634, -1.313, -0.032], [-0.191, -1.578, -0.300], [-0.336, -1.598, -2.444], [1.296, -1.515, -1.788], [0.631, 0.591, -2.837], [-0.839, 0.690, -1.917], [1.755, 1.531, -1.169], [0.743, 2.887, 0.380], [-0.219, 2.956, -1.094], [-1.625, 2.784, 0.918], [-1.930, 1.467, -0.186], [-1.682, -1.484, 2.146], [-2.952, -0.488, 1.451], [-2.216, -2.228, -0.150], [-2.009, -0.623, -0.785], [-0.010, -2.578, -0.212], [2.826, -0.387, 3.118], [2.897, -0.820, 1.852], [2.905, -2.169, 1.855], [4.017, -0.375, 1.285]], "e_above_lowest_kcal_mol": 1.8, "multiplicity": 2, "e_homo_ev": [-17.755, -17.708], "charge": 2, "e_lumo_ha": [-0.3198, -0.3047]}



Entry 2:
{"formula": "C7H14FN2O", "method": "ωB97M-V/def2-TZVPD", "symbols": ["F", "C", "C", "C", "C", "N", "H", "H", "H", "H", "H", "H", "H", "C", "C", "O", "N", "C", "H", "H", "H", "H", "H", "H", "H"], "xyz": [[-1.751, -3.068, -1.173], [-1.885, -1.744, -1.558], [-1.989, -1.436, -3.116], [-0.425, -1.708, -3.401], [0.104, -0.734, -2.257], [-0.738, -0.826, -1.248], [-2.802, -1.385, -1.017], [-2.736, -2.008, -3.715], [-2.025, -0.311, -3.146], [-0.169, -1.468, -4.461], [-0.061, -2.706, -3.007], [1.024, -0.087, -2.289], [-0.704, -0.360, -0.328], [0.597, 1.054, 3.912], [0.527, 0.607, 2.478], [-0.143, -0.364, 2.134], [1.238, 1.315, 1.559], [2.079, 2.478, 1.775], [-0.017, 0.397, 4.524], [1.625, 1.003, 4.273], [0.215, 2.072, 4.006], [1.148, 0.960, 0.621], [1.691, 3.303, 1.174], [3.091, 2.242, 1.440], [2.105, 2.775, 2.819]], "e_above_lowest_kcal_mol": 25.6, "multiplicity": 1, "e_homo_ev": -12.716, "charge": 1, "e_lumo_ha": -0.1904}



Entry 3:
{"formula": "C7H14FN4O", "method": "ωB97M-V/def2-TZVPD", "symbols": ["N", "C", "O", "C", "N", "C", "C", "N", "C", "C", "F", "C", "N", "H", "H", "H", "H", "H", "H", "H", "H", "H", "H", "H", "H", "H", "H"], "xyz": [[-0.862, 1.551, 2.552], [-1.590, 0.908, 1.884], [-2.374, 0.274, 1.082], [-1.678, -0.800, 0.368], [-0.835, -1.573, 1.196], [0.589, -1.291, 1.203], [1.095, -1.384, -0.198], [0.434, -0.428, -1.152], [1.254, 0.840, -1.296], [1.505, 1.583, -0.016], [2.582, 1.045, 0.619], [-1.052, -0.218, -0.949], [-1.376, 1.154, -1.191], [-2.494, -1.437, 0.075], [-1.230, -1.741, 2.107], [0.847, -0.363, 1.699], [1.092, -2.075, 1.746], [2.160, -1.257, -0.235], [0.876, -2.379, -0.556], [0.533, -0.866, -2.061], [0.858, 1.455, -2.080], [2.218, 0.497, -1.645], [0.668, 1.599, 0.672], [1.742, 2.609, -0.257], [-1.541, -0.733, -1.757], [-1.058, 1.770, -0.459], [-2.363, 1.261, -1.350]], "e_above_lowest_kcal_mol": 4.6, "multiplicity": 1, "e_homo_ev": -13.942, "smiles": "N#CO[C@@H]1NCC[N@H+](CCF)[C@@H]1N", "charge": 1, "e_lumo_ha": -0.1236}



Entry 4:
{"formula": "C7H14FePS", "method": "ωB97M-V/def2-TZVPD", "symbols": ["C", "C", "C", "C", "C", "Fe", "P", "H", "H", "H", "H", "H", "H", "H", "H", "C", "S", "C", "H", "H", "H", "H", "H", "H"], "xyz": [[-0.199, -0.334, -2.398], [-0.925, 0.892, -2.231], [-0.029, 1.897, -1.758], [1.286, 1.336, -1.683], [1.229, -0.039, -2.114], [0.337, -0.434, -0.194], [0.293, -2.641, -0.247], [-0.546, -1.237, -2.899], [-1.987, 1.027, -2.469], [-0.281, 2.929, -1.499], [2.069, -0.685, -2.367], [2.212, 1.875, -1.458], [1.492, -3.182, -0.848], [-0.748, -3.275, -0.992], [0.238, -3.284, 1.031], [-0.815, 1.843, 1.967], [0.490, 0.589, 1.817], [-0.164, -0.704, 2.921], [-1.165, 2.169, 0.977], [-0.347, 2.688, 2.485], [-1.641, 1.438, 2.557], [-0.241, -0.272, 3.918], [-1.138, -1.084, 2.575], [0.580, -1.511, 2.911]], "e_above_lowest_kcal_mol": 0.0, "multiplicity": 6, "e_homo_ev": [-3.533, -8.349], "e_lumo_ha": [0.0211, 0.0029]}



Entry 5:
{"formula": "C7H14HgOPS", "method": "ωB97M-V/def2-TZVPD", "symbols": ["C", "C", "C", "C", "C", "Hg", "P", "H", "H", "H", "H", "H", "H", "H", "H", "C", "S", "C", "O", "H", "H", "H", "H", "H", "H"], "xyz": [[-0.532, -2.969, -0.233], [-0.370, -3.492, -1.484], [-0.534, -2.729, -2.698], [-1.156, -1.457, -2.746], [-1.314, -0.637, -1.688], [0.263, -1.070, -0.531], [1.540, -1.388, 1.581], [-0.444, -3.525, 0.713], [-0.214, -4.584, -1.601], [-0.527, -3.306, -3.631], [-1.795, 0.337, -1.686], [-1.618, -1.157, -3.694], [2.673, -0.516, 1.526], [1.903, -2.727, 1.953], [0.555, -0.884, 2.498], [1.280, 2.700, 1.802], [-0.354, 2.079, 1.393], [-0.913, 3.667, 0.785], [-0.158, 1.278, 0.112], [1.163, 3.548, 2.480], [1.742, 3.017, 0.857], [1.866, 1.922, 2.292], [-0.242, 3.947, -0.039], [-1.941, 3.553, 0.441], [-0.872, 4.392, 1.598]], "e_above_lowest_kcal_mol": 56.0, "multiplicity": 1, "e_homo_ev": -0.510, "charge": -1, "e_lumo_ha": 0.0902}



Entry 6:
{"formula": "C7H14IN2", "method": "ωB97M-V/def2-TZVPD", "symbols": ["C", "C", "C", "C", "C", "C", "C", "N", "N", "I", "H", "H", "H", "H", "H", "H", "H", "H", "H", "H", "H", "H", "H", "H"], "xyz": [[1.408, -1.251, -0.120], [-0.287, 0.542, 0.728], [0.662, -2.492, 0.115], [2.752, -1.241, -0.760], [-0.610, 0.517, -1.778], [-2.033, 2.127, -0.401], [-1.205, 0.841, -0.426], [0.996, -0.091, 0.223], [-0.192, 0.977, 1.975], [-2.740, -0.726, 0.159], [1.188, -3.305, -0.352], [0.657, -2.848, 1.156], [-0.243, -2.241, -0.424], [3.356, -0.494, -0.391], [3.364, -2.129, -0.702], [2.735, -1.108, -1.818], [0.466, 0.640, -1.660], [-0.634, -0.470, -2.251], [-1.007, 1.108, -2.574], [-2.878, 2.076, -1.051], [-2.366, 2.100, 0.586], [-1.510, 3.080, -0.740], [-0.511, 1.874, 2.372], [0.606, 0.561, 2.600]], "e_above_lowest_kcal_mol": 50.2, "multiplicity": 1, "e_homo_ev": -13.346, "charge": 1, "e_lumo_ha": -0.1708}



Entry 7:
{"formula": "C7H14N", "method": "ωB97M-V/def2-TZVPD", "symbols": ["C", "C", "C", "C", "C", "C", "C", "N", "H", "H", "H", "H", "H", "H", "H", "H", "H", "H", "H", "H", "H", "H"], "xyz": [[-0.302, 2.443, 1.481], [-0.223, 1.065, 1.041], [0.084, 3.426, 0.698], [-0.034, 0.556, -0.153], [0.048, -1.135, -1.979], [-1.154, -1.737, 0.236], [-0.010, -0.934, -0.461], [1.315, -1.418, 0.158], [-0.746, 2.537, 2.476], [-0.153, 0.368, 1.861], [-0.215, 4.347, 0.931], [0.506, 3.210, -0.248], [0.118, 1.287, -0.997], [-0.827, -1.643, -2.277], [0.900, -1.698, -2.341], [0.205, -0.228, -2.488], [-1.057, -2.807, -0.183], [-1.166, -1.768, 1.302], [-2.155, -1.398, -0.097], [1.110, -2.291, 0.588], [1.619, -0.855, 0.962], [2.135, -1.326, -0.511]], "e_above_lowest_kcal_mol": 33.5, "multiplicity": 1, "e_homo_ev": -12.774, "smiles": "C=C/C=C/C(C)(C)[NH3+]", "charge": 1, "e_lumo_ha": -0.1256}



Entry 8:
{"formula": "C7H14N", "method": "ωB97M-V/def2-TZVPD", "symbols": ["C", "C", "C", "C", "C", "C", "C", "N", "H", "H", "H", "H", "H", "H", "H", "H", "H", "H", "H", "H", "H", "H"], "xyz": [[1.585, -0.006, -1.116], [0.362, -0.022, -0.663], [-1.856, -0.420, 0.348], [-0.861, 0.432, -0.228], [-1.528, -1.889, 0.201], [-3.106, 0.163, 0.847], [-0.858, 1.992, -0.133], [4.422, -0.438, 0.125], [2.555, -0.159, -0.487], [1.777, -0.033, -2.148], [-2.268, -2.455, 0.689], [-0.476, -1.944, 0.461], [-1.441, -2.143, -0.899], [-3.821, -0.523, 1.204], [-3.465, 0.615, -0.183], [-2.847, 0.938, 1.602], [-0.374, 2.383, 0.714], [-1.704, 2.551, -0.220], [-0.140, 2.221, -1.022], [5.082, -0.790, -0.520], [4.327, -0.927, 1.077], [4.634, 0.454, 0.351]], "e_above_lowest_kcal_mol": 73.9, "multiplicity": 1, "e_homo_ev": -13.423, "charge": 1, "e_lumo_ha": -0.2029}



Entry 9:
{"formula": "C7H14N2", "method": "ωB97M-V/def2-TZVPD", "symbols": ["C", "C", "C", "C", "N", "N", "H", "H", "H", "H", "H", "H", "C", "C", "C", "H", "H", "H", "H", "H", "H", "H", "H"], "xyz": [[1.454, 1.412, -0.142], [0.798, -0.065, 1.895], [1.263, 1.083, 1.302], [1.328, 1.459, 3.420], [0.845, 0.173, 3.241], [1.559, 1.999, 2.249], [0.656, -1.053, 1.491], [0.425, -0.380, 3.967], [2.391, 1.032, -0.555], [1.507, 2.496, -0.222], [1.418, 1.740, 4.454], [0.635, 0.980, -0.718], [-0.772, -1.033, -1.659], [-1.409, -2.106, -2.538], [-1.615, 0.200, -1.322], [-0.495, -1.540, -0.732], [0.104, -0.730, -2.238], [-1.750, -1.768, -3.516], [-2.231, -2.630, -2.036], [-2.689, 0.030, -1.418], [-1.443, 0.538, -0.298], [-0.636, -2.867, -2.652], [-1.342, 1.030, -1.973]], "e_above_lowest_kcal_mol": 9.3, "multiplicity": 1, "e_homo_ev": -8.513, "smiles": "Cc1c[nH]cn1.CCC", "e_lumo_ha": 0.0317}



Entry 10:
{"formula": "C7H14N2", "method": "ωB97M-V/def2-TZVPD", "symbols": ["C", "C", "C", "C", "C", "C", "C", "H", "H", "H", "H", "H", "H", "H", "H", "H", "H", "H", "H", "H", "H", "N", "N"], "xyz": [[-0.652, -2.295, 2.269], [-1.396, -2.171, 0.920], [-1.455, -0.746, 0.491], [-0.203, 1.291, -0.015], [1.069, 2.762, -1.526], [1.440, 0.401, -1.274], [0.781, -0.623, -0.665], [-0.599, -3.351, 2.533], [-1.226, -1.829, 3.072], [0.371, -1.908, 2.282], [-0.862, -2.742, 0.132], [-2.438, -2.547, 0.960], [-1.976, -0.687, -0.495], [-2.059, -0.128, 1.151], [-0.261, 1.938, 0.866], [-1.040, 1.545, -0.699], [0.812, 3.625, -0.883], [2.059, 2.860, -1.979], [0.289, 2.709, -2.305], [2.259, 0.416, -1.995], [0.785, -1.639, -1.032], [-0.132, -0.119, 0.303], [1.043, 1.551, -0.705]], "e_above_lowest_kcal_mol": 36.0, "multiplicity": 1, "e_homo_ev": -6.695, "smiles": "CCCN1C=CN(C)C1", "e_lumo_ha": 0.0423}



Entry 11:
{"formula": "C7H14N2O", "method": "ωB97M-V/def2-TZVPD", "symbols": ["C", "C", "C", "C", "C", "N", "C", "C", "N", "O", "H", "H", "H", "H", "H", "H", "H", "H", "H", "H", "H", "H", "H", "H"], "xyz": [[-1.334, 0.467, 0.171], [-1.451, 1.798, 0.936], [-1.869, 0.620, -1.247], [-2.033, -0.649, 0.938], [3.671, -1.025, -0.320], [1.567, 0.079, 0.164], [0.847, -0.777, -0.388], [2.945, 0.146, 0.305], [0.474, -1.759, -0.986], [3.477, 1.059, 0.875], [-0.173, 0.457, 0.253], [-0.458, -2.044, -1.222], [-1.032, 1.706, 1.936], [-0.918, 2.591, 0.414], [-2.499, 2.086, 1.025], [-1.301, 1.370, -1.795], [-1.839, -0.318, -1.799], [-2.914, 0.932, -1.231], [-3.088, -0.413, 1.084], [-1.579, -0.787, 1.918], [-2.004, -1.596, 0.400], [3.441, -1.074, -1.384], [4.743, -0.915, -0.176], [3.328, -1.955, 0.131]], "e_above_lowest_kcal_mol": 43.8, "multiplicity": 1, "e_homo_ev": -9.812, "smiles": "CC(=O)N=C=N.CC(C)C", "e_lumo_ha": 0.0233}



Entry 12:
{"formula": "C7H14N2O", "method": "ωB97M-V/def2-TZVPD", "symbols": ["C", "C", "C", "C", "C", "C", "N", "C", "N", "H", "H", "H", "H", "H", "H", "H", "H", "H", "H", "H", "H", "O", "H", "H"], "xyz": [[0.827, -2.111, -0.344], [0.238, -1.178, 0.693], [-0.624, -1.879, 1.723], [1.066, -0.004, 1.151], [-0.171, 0.222, 0.310], [-0.098, 0.736, -1.114], [-1.231, 0.254, -1.882], [0.070, 2.266, -1.150], [-0.032, 2.919, 0.021], [1.633, -1.641, -0.921], [1.246, -3.001, 0.148], [0.053, -2.446, -1.050], [-0.057, -2.672, 2.232], [-0.989, -1.177, 2.486], [-1.499, -2.343, 1.241], [1.031, 0.287, 2.203], [2.038, 0.135, 0.673], [-1.039, 0.608, 0.854], [0.821, 0.353, -1.588], [-2.099, 0.485, -1.404], [-1.269, 0.721, -2.783], [0.066, 2.919, -2.197], [0.648, 2.779, 0.754], [-0.631, 3.769, -0.057]], "e_above_lowest_kcal_mol": 16.8, "multiplicity": 1, "e_homo_ev": -9.219, "smiles": "CC1(C)C[C@H]1[C@@H](N)C(N)=O", "e_lumo_ha": 0.0292}